{"formula": "C5H18N3Si", "method": "the ωB97M-V functional and the def2-TZVPD basis", "symbols": ["C", "C", "C", "C", "C", "N", "N", "N", "Si", "H", "H", "H", "H", "H", "H", "H", "H", "H", "H", "H", "H", "H", "H", "H", "H", "H", "H"], "positions_angstrom": [[-2.43, 2.73, -0.17], [-5.63, -1.16, 1.35], [7.32, 0.40, 0.38], [5.94, -1.62, 0.17], [-4.06, -0.05, -0.23], [-1.98, 1.47, 0.13], [-4.50, -0.28, 0.98], [7.18, -0.99, 0.46], [-4.45, -0.39, -2.17], [-2.97, 3.20, 0.69], [-1.53, 3.29, -0.27], [-3.06, 2.85, -1.16], [-6.23, -1.48, 0.49], [-5.19, -1.97, 1.82], [-6.21, -0.78, 2.07], [8.27, 0.68, 0.71], [7.28, 0.84, -0.64], [6.54, 0.84, 1.13], [5.71, -1.60, -0.93], [6.06, -2.64, 0.38], [5.16, -0.95, 0.59], [-1.68, 0.95, -0.67], [-3.91, -0.18, 1.78], [7.78, -1.32, 1.12], [-4.64, -1.87, -2.47], [-3.09, -0.09, -2.83], [-5.68, 0.12, -2.68]], "charge": 1, "relative_energy_kcal_mol": 197.71}

{"formula": "C5H18NO2", "method": "the ωB97M-V functional and the def2-TZVPD basis", "symbols": ["C", "C", "C", "C", "C", "N", "H", "H", "H", "H", "H", "H", "H", "H", "H", "H", "H", "H", "H", "H", "H", "H", "O", "H", "H", "O"], "positions_angstrom": [[0.56, 0.24, 0.57], [-0.16, 1.63, 0.43], [-1.48, 1.53, 1.20], [-1.97, 2.94, 1.48], [-2.70, 0.76, 0.58], [0.96, -0.21, -0.82], [-0.19, -0.44, 0.97], [1.40, 0.28, 1.27], [-0.35, 1.99, -0.57], [0.55, 2.46, 0.77], [-1.20, 1.08, 2.16], [-3.08, 2.92, 1.53], [-1.92, 3.77, 0.76], [-1.67, 3.32, 2.47], [-2.45, -0.27, 0.32], [-3.34, 0.61, 1.45], [-3.02, 1.30, -0.31], [1.70, -1.08, -0.82], [0.11, -0.54, -1.26], [1.40, 0.58, -1.28], [3.95, -5.15, -1.74], [3.48, -4.68, -3.11], [3.33, -4.54, -2.16], [1.42, -2.90, -1.75], [2.74, -3.08, -1.10], [1.95, -2.52, -1.03]], "charge": 1, "relative_energy_kcal_mol": 26.17}

The HOMO results, record by record, are as follows: -9.5; -14.1 eV.
The gap between HOMO and LUMO results, record by record, are as follows: 3.4; 11.2 eV.
The F_max results, record by record, are as follows: 4.13; 2.67 eV/Å.